1.
# C4H9NO2

An isolated molecule of C4H9NO2 (the ωB97M-V functional and the def2-TZVPD basis, OMol25).

Positions of all 16 atoms, in Å:
C -1.743 -0.543 0.222
N -0.690 -0.361 -0.765
H -1.432 -1.338 0.905
O 1.470 -0.027 -1.248
C -1.971 0.753 0.988
H 3.088 -0.863 -0.246
O 0.923 -0.661 0.851
H -1.995 1.596 0.274
C 2.823 0.035 -0.807
H -2.903 0.735 1.564
C 0.597 -0.366 -0.281
H -2.643 -0.882 -0.302
H -1.126 0.916 1.666
H 2.967 0.909 -0.167
H 3.425 0.117 -1.711
H -0.879 0.399 -1.410

Forces on atoms 1 to 6 (eV/Å):
-0.16 0.02 0.12
0.16 0.07 0.16
-0.06 0.09 -0.17
-0.14 0.04 -0.01
-0.04 0.16 0.02
-0.02 0.10 -0.10

The calculation puts the HOMO-LUMO gap at 10.7 eV.



2.
# C4H9NO2

An isolated molecule of C4H9NO2 (the ωB97M-V functional and the def2-TZVPD basis, OMol25).

Positions of all 16 atoms, in Å:
H 1.354 0.643 -0.610
H 0.363 -0.744 1.707
C -0.650 0.247 -0.197
H -0.943 0.126 -1.212
N 1.232 -0.601 1.199
O -1.400 -0.649 0.591
H -0.019 2.318 -0.180
O 0.985 -1.151 -2.336
C 1.047 -1.319 -1.142
H -1.826 2.015 -0.155
C -0.834 1.704 0.175
C 0.827 -0.192 -0.136
H -2.295 -0.312 0.676
H 1.683 -1.504 1.146
H -0.865 1.740 1.270
H 1.342 -2.321 -0.796

Forces on atoms 1 to 6 (eV/Å):
0.45 0.02 0.54
0.25 -0.10 0.22
0.76 0.17 -0.10
-0.22 -0.09 -1.15
-0.25 0.62 -0.12
-0.16 -0.12 0.40

The calculation puts the HOMO-LUMO gap at 10.2 eV.



3.
# C4H9NO2

An isolated molecule of C4H9NO2 (the ωB97M-V functional and the def2-TZVPD basis, OMol25).

Positions of all 16 atoms, in Å:
O 1.114 1.693 0.286
C 2.426 -0.287 -0.035
H -3.016 1.147 -0.098
H 2.605 -0.705 -1.023
H -2.645 -0.346 0.752
H 2.396 -1.122 0.661
H -0.588 1.250 -0.975
C -1.108 0.280 -0.611
N -0.006 -0.337 0.055
H -1.449 -0.308 -1.466
H 3.262 0.319 0.304
H -1.827 1.158 1.218
C 1.152 0.525 -0.035
C -2.218 0.585 0.379
O 0.079 -1.726 -0.129
H -0.179 -2.125 0.716

Forces on atoms 1 to 6 (eV/Å):
-0.56 -0.31 -1.31
0.56 0.20 -0.23
-0.14 0.10 0.00
0.18 -0.04 -0.08
-0.04 -0.04 0.09
-0.45 -0.06 -0.06

The calculation puts the HOMO-LUMO gap at 10.2 eV.



4.
# C4H9NO2

A cluster of 2 separate species, C4H9NO2 in total (the ωB97M-V functional and the def2-TZVPD basis, OMol25).

Positions of all 16 atoms, in Å:
H 1.870 0.471 -1.953
H 2.230 -1.234 -2.273
C -1.099 1.755 0.035
H 0.583 -0.518 1.681
C -0.368 -0.113 1.333
C 1.848 -0.532 -1.522
O -1.846 -1.754 0.959
H 0.800 -0.755 -1.280
H -2.314 -2.330 0.340
N -0.098 1.157 0.720
H 2.507 -0.557 -0.639
C -0.953 -1.061 0.301
H -0.752 2.668 -0.467
H -1.019 0.031 2.202
H 0.856 1.427 0.558
O -2.245 1.345 0.004

Forces on atoms 1 to 6 (eV/Å):
0.14 -0.01 0.00
-0.11 0.11 0.22
-0.04 0.13 -0.03
0.01 -0.20 -0.02
0.07 -0.06 0.14
0.03 0.12 -0.12

The calculation puts the HOMO-LUMO gap at 9.5 eV.



5.
# C4H9NO2

An isolated molecule of C4H9NO2 (the ωB97M-V functional and the def2-TZVPD basis, OMol25).

Positions of all 16 atoms, in Å:
C 1.139 0.324 0.078
C 0.895 0.444 -2.334
O 0.523 0.821 -1.094
H -1.619 0.557 -0.431
H -1.534 -0.663 2.029
C -1.001 -0.036 1.359
H 0.862 -1.028 1.710
H 2.120 -0.080 -0.132
O 1.765 -0.405 -2.735
H 0.471 0.907 -3.228
N -2.069 0.215 0.394
H 1.349 1.125 0.856
H -0.774 0.724 2.131
H -2.571 -0.560 0.098
C 0.326 -0.649 0.846
H 0.120 -1.695 0.454

Forces on atoms 1 to 6 (eV/Å):
1.81 -0.09 1.57
3.90 -3.44 -2.13
-0.25 0.40 -1.65
-0.18 0.60 -0.63
0.15 -1.60 0.83
-0.43 -0.91 0.69

The calculation puts the HOMO-LUMO gap at 10.3 eV.



6.
# C4H9NO2

A structure of composition C4H9NO2 (the ωB97M-V functional and the def2-TZVPD basis, OMol25).

Positions of all 16 atoms, in Å:
O 2.434 0.554 -0.168
H -0.253 1.848 -0.290
H -0.250 -0.132 1.893
H -1.370 0.126 -1.852
N -0.553 0.825 1.529
C -0.421 0.796 0.079
H 1.692 1.179 -0.025
C 0.340 -0.785 -0.586
H -1.526 0.896 1.762
H 0.408 -0.780 -1.729
O -2.441 -0.665 -0.252
H 2.435 -1.440 -0.495
C 1.810 -0.692 -0.009
H 1.795 -0.969 1.107
H -0.135 -1.642 -0.143
C -1.541 0.019 -0.747

Forces on atoms 1 to 6 (eV/Å):
-1.05 0.31 -0.22
0.60 -1.53 -0.47
-0.57 1.80 -0.41
-0.62 0.02 0.60
1.50 -2.37 -0.32
-2.43 -3.15 -1.75

The calculation puts the HOMO-LUMO gap at 10.1 eV.



7.
# C4H9NO2

A cluster of 2 separate species, C4H9NO2 in total (the ωB97M-V functional and the def2-TZVPD basis, OMol25).

Positions of all 16 atoms, in Å:
O -2.012 3.247 -0.206
H 2.576 -2.500 -0.423
O -0.500 2.700 1.391
H -0.103 0.448 -1.625
H 1.304 -2.341 -1.630
H 1.655 -0.199 -0.358
H -2.519 2.749 1.709
H -1.845 -0.142 -1.199
H -0.506 1.822 1.781
C 1.084 -1.042 0.094
N -0.377 -0.848 0.004
C -0.789 -0.137 -0.980
H 1.316 -1.089 1.167
H 0.979 -3.223 -0.114
C -1.775 2.923 0.932
C 1.511 -2.370 -0.544

Forces on atoms 1 to 6 (eV/Å):
0.27 -0.11 1.76
0.30 -0.12 0.12
-0.46 0.17 -0.72
-0.31 -0.33 0.14
0.03 -0.08 0.44
-0.34 -0.37 0.16

The calculation puts the HOMO-LUMO gap at 10.7 eV.



8.
# C4H9NO2

A cluster of 2 separate species, C4H9NO2 in total (the ωB97M-V functional and the def2-TZVPD basis, OMol25).

Positions of all 16 atoms, in Å:
H -0.040 -1.127 1.008
H -0.820 0.085 2.036
H -2.716 0.511 -1.161
C -0.840 0.570 -0.065
C 2.289 -1.027 -1.024
H -0.241 0.354 -0.962
C -2.261 0.059 -0.275
H -2.286 -1.027 -0.412
N 2.774 0.090 -0.994
C -0.168 -0.041 1.161
H 3.748 0.307 -1.134
H 1.575 0.729 0.696
O 1.686 -2.026 -1.008
H -2.902 0.301 0.579
O 1.056 0.581 1.498
H -0.853 1.660 0.056

Forces on atoms 1 to 6 (eV/Å):
0.03 0.20 0.03
0.10 -0.02 -0.16
0.06 -0.05 0.07
0.05 0.07 -0.03
-0.18 -0.25 0.09
-0.05 0.07 0.15

The calculation puts the HOMO-LUMO gap at 10.6 eV.



9.
# C4H9NO2

A structure of composition C4H9NO2 (the ωB97M-V functional and the def2-TZVPD basis, OMol25).

Positions of all 16 atoms, in Å:
H -3.057 0.642 -0.968
C -0.223 -0.247 0.818
H -1.006 1.612 0.098
C -2.471 0.051 -0.259
H -2.966 0.119 0.718
O 1.133 0.238 0.921
C 1.967 -0.176 -0.010
H 2.906 -0.708 -1.126
H -2.510 -0.995 -0.584
H -0.193 -1.307 0.548
H -0.626 -0.142 1.829
N 3.227 0.138 -0.141
H 3.740 0.744 0.484
H -0.550 0.466 -1.172
C -1.030 0.554 -0.190
O 1.660 -0.988 -0.965

Forces on atoms 1 to 6 (eV/Å):
0.09 -0.08 0.09
-0.21 -0.09 0.00
-0.01 -0.15 -0.04
-0.06 -0.01 0.01
0.08 -0.01 -0.14
0.23 -0.03 -0.15

The calculation puts the HOMO-LUMO gap at 10.7 eV.



10.
# C4H9NO2

An isolated molecule of C4H9NO2 (the ωB97M-V functional and the def2-TZVPD basis, OMol25).

Positions of all 16 atoms, in Å:
N -1.804 -0.700 0.345
H -0.255 -1.136 1.687
C 2.868 0.270 -0.326
H -0.598 0.573 1.490
H -2.717 1.171 0.523
O 0.587 -0.747 -1.169
H 3.169 -0.755 -0.554
C -0.532 -0.375 0.945
C 0.619 -0.300 -0.046
H -1.859 0.972 -1.023
H -1.636 -1.399 -0.374
C -2.461 0.450 -0.261
O 1.702 0.271 0.500
H -3.399 0.127 -0.724
H 3.642 0.777 0.250
H 2.676 0.800 -1.262

Forces on atoms 1 to 6 (eV/Å):
0.08 -0.09 -0.12
0.01 0.09 -0.11
0.23 0.02 -0.13
0.01 -0.12 -0.06
0.04 -0.09 -0.11
0.02 0.20 0.40

The calculation puts the HOMO-LUMO gap at 10.0 eV.



11.
# C4H9NO2

A cluster of 3 separate species, C4H9NO2 in total (the ωB97M-V functional and the def2-TZVPD basis, OMol25).

Positions of all 16 atoms, in Å:
H -1.990 3.499 1.495
H -1.983 -0.472 2.584
C 1.694 0.287 -0.813
C 2.251 -0.853 -1.500
H -2.661 -1.480 1.674
H -0.580 2.961 1.466
C 0.016 -1.181 -1.157
H 1.020 -2.568 -2.432
H 2.133 1.243 -0.512
H -0.960 -1.635 -0.926
O -2.294 -0.563 1.742
N 0.357 -0.021 -0.568
H 3.343 -1.188 -1.579
C 1.109 -1.696 -1.771
H -0.109 0.572 0.126
O -1.346 3.094 2.170

Forces on atoms 1 to 6 (eV/Å):
0.86 -0.79 1.83
1.26 0.36 3.54
0.76 -2.57 -0.72
-0.43 0.99 0.83
0.55 1.30 0.18
-1.92 0.23 2.53

The calculation puts the HOMO-LUMO gap at 8.6 eV.



12.
# C4H9NO2

An isolated molecule of C4H9NO2 (the ωB97M-V functional and the def2-TZVPD basis, OMol25).

Positions of all 16 atoms, in Å:
C 0.209 -0.568 0.536
N 1.504 -0.199 0.009
O 3.272 1.217 -0.070
H -2.986 -0.456 -0.804
H 3.461 0.571 -0.774
H -0.045 -0.056 1.480
H 1.773 1.491 1.257
H -0.082 1.429 -1.069
O -0.943 1.146 -0.732
H -0.593 -0.772 -1.436
C -0.867 -0.250 -0.504
H -2.248 -1.797 0.096
C 2.098 0.823 0.450
C -2.238 -0.712 -0.051
H -2.519 -0.219 0.886
H 0.204 -1.648 0.725

Forces on atoms 1 to 6 (eV/Å):
-0.13 -0.05 0.08
0.20 0.37 0.15
0.05 -0.13 -0.16
0.07 -0.04 0.07
0.10 0.18 0.12
0.07 0.00 -0.16

The calculation puts the HOMO-LUMO gap at 10.9 eV.



13.
# C4H9NO2

A structure of composition C4H9NO2 (the ωB97M-V functional and the def2-TZVPD basis, OMol25).

Positions of all 16 atoms, in Å:
H 0.467 1.848 -0.505
H 0.346 -0.284 -2.002
H -0.054 0.449 2.103
H -2.050 1.776 2.414
C -1.597 1.604 1.428
O 1.174 -0.652 -0.138
H 0.683 -2.658 -0.082
H -0.774 -0.949 -0.793
H 2.361 -2.196 0.335
H -1.071 1.439 -1.283
O -2.095 2.111 0.427
H 1.825 -2.181 -1.371
N -0.518 0.864 1.270
C 1.522 -1.991 -0.331
C -0.309 1.094 -0.546
C 0.091 -0.274 -0.927

Forces on atoms 1 to 6 (eV/Å):
0.27 -0.22 -0.03
0.06 -0.02 0.08
0.01 0.23 -1.51
0.26 -0.24 0.15
-0.56 0.46 -0.36
0.20 -0.14 0.03

The calculation puts the HOMO-LUMO gap at 10.3 eV.



14.
# C4H9NO2

A cluster of 3 separate species, C4H9NO2 in total (the ωB97M-V functional and the def2-TZVPD basis, OMol25).

Positions of all 16 atoms, in Å:
C 1.976 0.288 -0.778
H -0.562 1.467 0.293
H -2.520 0.017 0.160
O -2.634 -0.902 -0.140
H 0.731 -0.891 2.001
H -3.338 -1.288 0.419
N 0.265 -0.932 -0.042
H -0.499 -1.645 -0.096
O -1.517 1.683 0.351
H 2.089 1.193 -1.367
C 1.946 0.352 0.651
C 0.813 -0.348 1.075
H 2.523 1.102 1.155
C 0.922 -0.540 -1.163
H -1.694 1.934 -0.564
H 0.418 -0.501 -2.121

Forces on atoms 1 to 6 (eV/Å):
-1.98 0.64 0.28
-0.50 -0.07 0.50
0.20 -0.12 0.10
-0.73 -0.45 0.46
-0.61 0.47 0.47
0.55 0.41 -0.49

The calculation puts the HOMO-LUMO gap at 9.3 eV.



15.
# C4H9NO2

A structure of composition C4H9NO2 (the ωB97M-V functional and the def2-TZVPD basis, OMol25).

Positions of all 16 atoms, in Å:
H -1.422 1.338 -1.263
O 2.305 -1.369 0.706
H -0.505 2.433 -0.205
H 2.216 0.783 -0.335
H 0.038 0.464 1.304
N 1.032 0.289 -0.494
H -1.047 -1.276 -0.931
O -0.442 -2.033 0.916
C -0.986 -1.006 0.140
C 2.389 -0.479 -0.088
C -1.082 1.503 -0.232
H 0.529 -2.003 0.847
C -0.238 0.328 0.251
H 0.941 0.338 -1.511
H -1.969 1.628 0.398
H -2.016 -0.861 0.489

Forces on atoms 1 to 6 (eV/Å):
0.05 0.03 0.16
0.08 0.61 -0.52
-0.09 -0.15 0.00
-0.11 0.18 -0.08
-0.06 -0.01 -0.10
-0.06 0.02 -0.11

The calculation puts the HOMO-LUMO gap at 9.8 eV.



16.
# C4H9NO2

A cluster of 2 separate species, C4H9NO2 in total (the ωB97M-V functional and the def2-TZVPD basis, OMol25).

Positions of all 16 atoms, in Å:
H 0.016 0.458 1.307
H -1.993 1.607 0.367
C -0.949 -0.993 0.089
N 1.061 0.348 -0.498
O 2.362 -1.461 0.819
C -1.087 1.509 -0.236
C -0.212 0.356 0.238
H 1.897 0.909 -0.252
H 0.537 -2.026 0.802
H 0.968 0.367 -1.505
H -0.989 -1.265 -0.982
H -1.385 1.348 -1.281
O -0.428 -2.034 0.874
C 2.713 -0.701 0.024
H -1.989 -0.868 0.419
H -0.523 2.445 -0.186

Forces on atoms 1 to 6 (eV/Å):
0.05 0.09 -0.17
0.07 0.01 -0.06
-0.15 0.40 -0.23
-0.02 0.37 -0.38
0.61 0.35 -0.44
-0.12 0.10 0.01

The calculation puts the HOMO-LUMO gap at 10.1 eV.